1.
C16H10F6N3O6PtS2 | the ωB97M-V functional and the def2-TZVPD basis

LUMO (alpha / beta)   2.1 / 2.1 eV
Energy   -2746.37242 Ha
Frontier orbital gap (alpha / beta)   0.2500 / 0.2500 Eh
Charge   -1

Each line ends with the Mulliken charge.
Positions of all 44 atoms, in Å:
Pt: 0.16 0.55 -0.30  1.076
O: -1.09 1.26 1.10  -1.232
C: -1.84 0.47 1.82  0.457
C: -2.48 1.02 2.94  -0.214
C: -3.33 0.28 3.74  -0.466
C: -3.51 -1.08 3.48  -0.618
C: -2.90 -1.66 2.40  -0.906
C: -2.09 -0.93 1.49  0.756
C: -1.67 -1.57 0.33  -0.405
N: -0.90 -1.00 -0.64  0.788
N: -0.70 -1.63 -1.79  -1.150
C: 0.31 -1.10 -2.49  0.581
O: 1.10 -0.22 -1.94  -0.748
C: 0.54 -1.48 -3.86  0.320
C: 1.55 -0.80 -4.58  -0.492
C: 1.78 -1.09 -5.90  -0.560
C: 1.03 -2.07 -6.55  -0.339
C: 0.03 -2.73 -5.85  -0.566
C: -0.22 -2.45 -4.53  -0.239
H: -2.28 2.07 3.15  0.453
H: -3.83 0.75 4.57  0.377
H: -4.16 -1.67 4.11  0.376
H: -3.03 -2.72 2.22  0.334
H: -1.97 -2.60 0.15  0.385
H: 2.11 -0.04 -4.06  0.408
H: 2.56 -0.57 -6.45  0.373
H: 1.22 -2.30 -7.58  0.374
H: -0.55 -3.49 -6.36  0.365
H: -1.00 -2.96 -3.98  0.437
F: 0.22 -0.93 3.60  -0.217
C: 1.03 0.01 4.06  0.643
F: 1.92 -0.59 4.86  -0.246
F: 0.32 0.84 4.82  -0.243
S: 1.93 0.93 2.66  1.005
O: 1.90 0.02 1.55  -0.565
O: 3.21 1.24 3.21  -0.635
N: 0.97 2.18 2.56  -0.222
S: 0.94 3.02 1.25  1.109
O: 1.24 2.34 0.01  -0.733
O: -0.07 4.02 1.24  -0.672
C: 2.57 3.98 1.38  0.534
F: 3.58 3.17 1.07  -0.207
F: 2.61 5.00 0.50  -0.232
F: 2.82 4.52 2.58  -0.244

=====

2.
C16H10N3O2PdS3Sb | the ωB97M-V functional and the def2-TZVPD basis

LUMO (alpha / beta)   1.8 / -0.3 eV
Spin multiplicity   4
Energy   -2493.28256 Ha
Frontier orbital gap (alpha / beta)   0.1808 / 0.1898 Eh
Charge   -1

Each line ends with the Mulliken charge.
Positions of all 36 atoms, in Å:
Pd: 0.92 0.41 -1.12  0.642
O: -3.92 -2.54 2.74  -0.742
C: -2.81 -2.16 3.15  0.419
O: -2.31 -2.20 4.29  -0.748
C: -1.90 -1.51 2.08  -0.330
C: -2.31 -1.39 0.77  -0.673
C: -1.47 -0.81 -0.20  -0.049
N: -0.25 -0.38 0.21  -0.648
C: 0.18 -0.47 1.49  0.098
C: -0.62 -1.03 2.45  -0.605
C: 1.54 0.07 1.67  0.796
C: 2.19 0.13 2.89  -0.500
C: 3.46 0.68 2.95  -0.340
C: 4.05 1.17 1.79  -0.941
C: 3.35 1.08 0.60  -0.330
N: 2.13 0.54 0.54  0.129
C: -1.70 -0.63 -1.59  0.788
C: -2.88 -0.99 -2.27  -0.726
C: -3.00 -0.77 -3.61  -0.326
C: -1.92 -0.16 -4.32  -0.947
C: -0.79 0.17 -3.62  -0.124
N: -0.65 -0.04 -2.30  0.121
H: -3.30 -1.77 0.54  0.543
H: -0.33 -1.13 3.49  0.597
H: 1.70 -0.25 3.77  0.406
H: 3.98 0.74 3.90  0.423
H: 5.03 1.63 1.80  0.394
H: 3.75 1.45 -0.33  0.663
H: -3.68 -1.45 -1.71  0.354
H: -3.91 -1.05 -4.13  0.412
H: -1.98 0.04 -5.37  0.374
H: 0.06 0.63 -4.11  0.411
S: 3.37 4.45 -0.90  -0.524
Sb: 1.70 3.45 -2.11  0.770
S: 2.41 1.26 -2.74  -0.501
S: -0.09 2.81 -0.68  -0.286

=====

3.
C16H11BrFeO3S | the ωB97M-V functional and the def2-TZVPD basis

LUMO (alpha / beta)   -6.7 / -10.4 eV
Spin multiplicity   5
Energy   -5077.11184 Ha
Frontier orbital gap (alpha / beta)   0.2664 / 0.2060 Eh
Charge   +2

Each line ends with the Mulliken charge.
Positions of all 33 atoms, in Å:
Br: 2.35 0.55 -0.35  0.036
C: 0.54 0.33 0.19  0.143
C: 0.00 -0.96 0.35  -0.500
C: -1.32 -1.10 0.79  -0.331
C: -2.13 0.04 0.96  0.528
S: -3.80 -0.08 1.11  0.246
C: -1.56 1.34 0.86  -0.257
C: -0.25 1.48 0.40  -0.570
H: 0.61 -1.82 0.09  0.438
H: -1.77 -2.08 0.94  0.433
H: -2.20 2.21 1.06  0.392
H: 0.15 2.47 0.17  0.439
O: -8.22 -3.97 5.14  -0.250
C: -7.25 -3.41 4.86  0.054
Fe: -5.98 -2.34 4.28  0.156
C: -4.95 -3.69 3.58  0.502
O: -4.28 -4.40 2.94  -0.269
C: -6.81 -2.24 2.70  0.245
O: -7.42 -2.34 1.71  -0.251
C: -4.16 -0.24 3.79  -0.829
C: -5.18 0.70 3.72  -0.307
C: -6.45 0.51 4.21  -0.856
C: -6.93 -0.71 4.80  0.205
C: -6.25 -1.22 5.98  -0.785
C: -4.91 -1.48 5.90  -0.421
C: -4.24 -1.41 4.62  -0.609
H: -3.20 -0.08 3.21  1.045
H: -5.02 1.64 3.16  0.419
H: -7.20 1.29 4.07  0.456
H: -8.00 -0.89 4.76  0.702
H: -6.84 -1.47 6.87  0.453
H: -4.37 -1.94 6.74  0.455
H: -3.39 -2.12 4.52  0.888

=====

4.
C16H11F3FeO3S | the ωB97M-V functional and the def2-TZVPD basis

LUMO (alpha / beta)   -6.8 / -10.8 eV
Spin multiplicity   5
Energy   -2802.73460 Ha
Frontier orbital gap (alpha / beta)   0.2636 / 0.1765 Eh
Charge   +2

Each line ends with the Mulliken charge.
Positions of all 35 atoms, in Å:
O: 3.23 -2.23 -1.76  -0.232
C: 3.00 -1.12 -2.01  0.103
Fe: 2.60 0.64 -2.42  0.525
C: 3.83 1.29 -1.21  0.252
O: 4.57 1.75 -0.45  -0.218
C: 3.85 0.74 -3.76  0.279
O: 4.60 0.84 -4.63  -0.214
C: 0.95 0.77 -1.21  0.454
C: 0.47 -0.14 -2.25  -1.010
C: 0.96 0.25 -3.58  0.032
C: 1.36 1.56 -3.85  -1.038
C: 1.53 2.47 -2.82  -0.110
C: 1.35 2.07 -1.50  -1.156
H: 0.78 0.49 -0.15  0.357
H: 0.73 -1.20 -2.02  0.256
H: -0.62 -0.15 -2.25  0.553
H: 0.82 -0.44 -4.43  0.496
H: 1.57 1.86 -4.89  0.603
H: 1.87 3.46 -3.03  0.513
H: 1.55 2.77 -0.68  0.576
F: -5.55 -1.41 3.09  -0.237
C: -4.65 -0.63 3.78  0.764
F: -5.00 0.69 3.48  -0.212
F: -4.95 -0.79 5.12  -0.232
C: -3.24 -0.92 3.45  0.075
C: -2.27 -0.69 4.42  -0.398
C: -0.94 -0.96 4.09  -0.687
C: -0.59 -1.43 2.84  -0.458
C: -1.60 -1.65 1.84  0.752
S: -1.21 -2.19 0.34  0.174
C: -2.96 -1.39 2.18  -0.465
H: -2.56 -0.32 5.40  0.495
H: -0.16 -0.79 4.84  0.428
H: 0.44 -1.65 2.57  0.471
H: -3.75 -1.56 1.46  0.507

=====

5.
C16H11F3IrN3O7S2 | the ωB97M-V functional and the def2-TZVPD basis

LUMO (alpha / beta)   -1.6 / -1.6 eV
Energy   -2507.66133 Ha
Frontier orbital gap (alpha / beta)   0.2599 / 0.2599 Eh
Charge   0

Each line ends with the Mulliken charge.
Positions of all 43 atoms, in Å:
Ir: -0.18 0.22 -0.10  0.925
C: -2.20 -2.56 -2.46  -1.576
C: -1.54 -2.78 -1.15  0.355
N: -0.76 -1.95 -0.48  -0.271
C: -0.40 -2.61 0.68  0.305
C: -0.95 -3.85 0.70  0.139
N: -1.67 -3.94 -0.47  -0.018
C: -0.94 -5.01 1.63  0.481
O: -0.19 -4.88 2.70  -0.548
O: -1.51 -6.02 1.30  -0.621
C: 0.43 -1.94 1.70  0.987
O: 0.80 -2.55 2.70  -0.800
O: 0.70 -0.70 1.45  -0.517
H: -1.52 -2.08 -3.16  0.371
H: -3.08 -1.93 -2.33  0.242
H: -2.52 -3.51 -2.89  0.451
H: -2.19 -4.76 -0.73  0.259
H: 0.22 -3.98 2.75  0.458
S: 1.70 4.22 -0.36  -0.254
C: 1.95 3.66 1.24  -0.431
C: 1.41 2.42 1.46  -0.498
C: 0.74 1.93 0.31  -0.036
C: 0.81 2.80 -0.74  -0.162
C: 0.09 2.47 -1.94  1.274
C: -0.05 3.27 -3.07  -0.924
C: -0.85 2.84 -4.11  -0.295
C: -1.53 1.63 -3.99  -1.092
C: -1.34 0.88 -2.85  0.144
N: -0.52 1.26 -1.87  -0.055
H: 2.51 4.26 1.94  0.472
H: 1.48 1.89 2.39  0.416
H: 0.46 4.22 -3.11  0.383
H: -0.97 3.45 -4.99  0.428
H: -2.20 1.28 -4.76  0.435
H: -1.87 -0.04 -2.69  0.365
F: -5.20 0.56 1.92  -0.193
C: -4.22 1.31 1.43  0.421
F: -3.63 1.95 2.43  -0.195
F: -4.73 2.19 0.59  -0.206
S: -3.02 0.20 0.56  1.253
O: -1.92 1.22 0.33  -0.672
O: -3.65 -0.20 -0.66  -0.611
O: -2.63 -0.79 1.51  -0.590

=====

6.
C16H12AsBr4NO6ReS5 | the ωB97M-V functional and the def2-TZVPD basis

LUMO (alpha / beta)   -6.4 / -6.3 eV
Energy   -15723.85681 Ha
Frontier orbital gap (alpha / beta)   0.1823 / 0.1847 Eh
Charge   +1

Each line ends with the Mulliken charge.
Positions of all 46 atoms, in Å:
Re: 1.47 -2.64 -0.97  1.452
Br: 6.14 -6.87 -4.07  -0.111
C: 4.46 -6.01 -3.62  0.187
C: 3.29 -6.71 -3.68  0.293
Br: 3.33 -8.56 -4.08  -0.101
C: 2.14 -6.22 -3.06  -0.212
Br: 0.59 -7.29 -2.76  -0.047
C: 2.16 -5.00 -2.44  0.614
O: 1.05 -4.39 -1.98  -0.767
C: 3.37 -4.31 -2.37  0.478
O: 3.28 -3.10 -1.76  -0.903
C: 4.52 -4.79 -2.96  -0.170
Br: 6.13 -3.90 -2.57  -0.040
S: 1.93 -6.41 1.12  -0.068
As: 2.43 -4.55 2.38  0.331
S: 1.56 -2.85 1.21  -0.161
S: 3.92 -6.57 0.68  0.084
S: 4.45 -4.70 1.17  -0.059
C: -5.24 6.90 2.83  -1.328
C: -4.15 6.00 2.28  0.784
C: -4.42 4.61 2.15  -0.853
C: -3.42 3.73 1.76  -0.299
C: -2.13 4.21 1.57  0.051
C: -1.80 5.54 1.65  -0.277
C: -2.82 6.43 2.03  -0.582
S: -0.85 3.00 1.46  1.499
O: -1.18 1.84 2.25  -0.680
O: 0.42 3.68 1.67  -0.698
N: -0.97 2.45 -0.13  -0.283
C: 0.04 1.52 -0.52  -0.999
C: -0.39 0.13 -0.16  -0.100
C: 0.18 -0.86 -1.07  1.020
O: -0.41 -1.99 -1.38  -0.562
O: 1.36 -0.79 -1.60  -0.560
H: -6.22 6.46 2.70  0.360
H: -5.25 7.95 2.40  0.349
H: -5.03 7.16 3.88  0.304
H: -5.43 4.28 2.44  0.317
H: -3.61 2.65 1.69  0.365
H: -0.77 5.90 1.48  0.402
H: -2.60 7.53 2.15  0.295
H: -1.13 3.22 -0.79  0.325
H: 1.04 1.80 -0.11  0.313
H: 0.14 1.65 -1.61  0.505
H: -1.52 0.00 -0.12  0.297
H: -0.07 -0.11 0.88  0.230